146
Properties=species:S:1:pos:R:3:forces:R:3 method="wB97M-V/def2-TZVPD" lumo_energy_ha=-0.4040 largest_force_ev_per_a=3.190 mol_weight_da=946.17 de_lowest_kcal_mol=0.0 e_tot_ev=-93890.753 total_charge=+6
P -0.143923 0.099274 -0.478909 -0.7983 1.9040 -0.7043
F -1.690761 0.369506 -0.991060 0.1895 0.2078 0.7537
F -0.372541 -1.433881 -0.941786 0.3944 -0.2150 0.1994
F 0.319715 0.550482 -1.986865 0.2193 -0.8252 -0.6205
F 1.404922 -0.233842 -0.168507 -0.0088 -0.2192 0.5520
F 0.073631 1.661777 -0.107523 -0.3300 -0.5356 0.5087
F -0.627920 -0.202004 1.033594 0.3548 -0.2866 -0.6664
C 4.427363 0.820342 2.107227 -1.0169 0.2942 -0.4761
C 4.458568 -0.447273 2.944595 0.7186 0.5486 0.4651
N 3.881298 -1.625017 2.273741 -1.2226 0.5699 -0.3855
C 4.621564 -2.628042 1.697305 0.1429 0.1845 0.3542
C 3.748904 -3.473609 1.110142 -0.1818 -0.1683 -0.4471
N 2.497219 -2.934952 1.250090 -0.2535 0.3380 0.1467
C 2.565074 -1.802041 1.955312 1.6913 -0.6255 0.2877
C 1.331254 -3.562458 0.656321 -1.0746 -0.2329 0.0564
H 5.286881 1.455779 2.305030 0.0700 -0.1057 -0.0855
H 3.531589 1.422060 2.281035 0.0174 -0.0593 0.2300
H 4.344408 0.579003 1.045254 0.4791 -0.0229 -0.0354
H 4.024910 -0.279121 3.930111 -0.4303 -0.3141 -0.1497
H 5.510055 -0.623547 3.174443 -0.1044 -0.7062 -0.2001
H 5.696257 -2.611179 1.761574 -0.0331 -0.2709 0.1467
H 3.820348 -4.426615 0.613724 0.4695 0.0680 0.0219
H 1.738160 -1.187769 2.264679 0.0118 0.0811 -0.0834
H 1.579924 -4.577254 0.357665 0.1171 -0.0124 0.1978
H 0.919285 -3.042207 -0.205900 0.4990 0.3249 -0.0072
H 0.501610 -3.607279 1.361114 0.2188 -0.0818 0.2245
C -7.867466 -3.629005 4.539466 0.1431 -0.6418 -0.6080
C -6.762904 -4.176041 3.635693 1.0926 -0.0220 1.3193
N -6.744427 -3.681837 2.254500 0.6516 0.6567 -0.3734
C -7.830139 -3.477156 1.445055 0.3744 -0.4162 -0.6343
C -7.338406 -3.236962 0.181595 -0.7189 -0.0599 0.3384
N -5.975722 -3.236701 0.265037 0.3647 0.3739 0.6398
C -5.630481 -3.473060 1.543025 -0.5394 -0.3726 -0.4694
C -5.002115 -2.998867 -0.803238 0.6849 -0.9836 0.1788
H -7.935975 -4.251804 5.429929 0.0921 -0.0453 -0.0293
H -8.826697 -3.723257 4.032973 -0.1670 0.3593 0.2566
H -7.623913 -2.622339 4.871430 -0.3316 0.1398 -0.1981
H -6.658822 -5.261491 3.615786 -0.6691 -0.0460 -0.1930
H -5.807659 -3.873765 4.075692 0.0304 0.1261 -0.1633
H -8.816638 -3.609575 1.856590 -0.1217 0.0295 -0.3786
H -7.832667 -3.135212 -0.770362 -0.1394 0.0965 0.1114
H -4.606361 -3.547705 1.864415 -0.0821 -0.0925 0.2824
H -5.256462 -3.582952 -1.685529 -0.3827 0.3481 -0.0898
H -4.066963 -3.453654 -0.473600 0.0208 0.1111 0.1068
H -4.777936 -1.956482 -1.013188 -0.5160 0.1195 0.0197
C 2.786214 1.135365 -4.122273 0.6395 0.2868 1.3861
C 3.571111 2.034553 -5.089434 -1.8100 -0.9824 -0.8399
N 4.898671 1.498647 -5.370628 0.7576 1.0356 0.7989
C 5.212486 0.505766 -6.252712 -0.1670 -0.0209 -1.0999
C 6.560955 0.480680 -6.405632 -0.0865 -0.3897 1.6417
N 7.057769 1.325736 -5.419847 -0.0624 0.6167 -0.6721
C 6.041598 2.023963 -4.879786 -0.0238 -1.6229 -0.5609
C 8.470393 1.435451 -5.004669 -0.1430 1.0575 -0.1304
H 2.872405 0.079692 -4.380686 0.1265 0.0499 -0.1998
H 1.727813 1.332484 -3.955656 -0.0131 0.4454 -0.7055
H 3.171210 1.263235 -3.104326 0.2264 -0.2278 -0.0413
H 3.610432 3.095168 -4.858739 0.2369 -0.1165 0.3944
H 2.994527 1.965728 -6.015140 0.4004 0.2853 -0.2663
H 4.460816 -0.068770 -6.768874 -0.0324 0.2107 -0.1093
H 7.193305 -0.148317 -7.010069 0.0416 0.0661 0.0206
H 6.092426 2.790434 -4.124325 0.1689 0.0675 -0.0952
H 8.574185 0.970320 -4.029032 0.2244 -0.0456 -0.0712
H 8.690582 2.502067 -4.958603 0.1330 -0.0590 0.3135
H 9.168587 1.042746 -5.738867 -0.3451 -0.3917 -0.0640
C -1.598144 -1.584561 -3.794958 -0.9604 -0.7581 0.2641
C -1.129593 -0.400265 -4.610802 1.5661 -0.5896 0.0853
N -1.938043 0.795094 -4.500985 -1.3833 1.2720 -0.1408
C -3.113637 0.973904 -5.246612 0.1417 -0.3686 0.7790
C -3.629977 2.193790 -4.935473 0.3871 -0.3898 0.0436
N -2.752930 2.759622 -4.033171 0.1380 0.0268 0.2334
C -1.765655 1.908576 -3.771717 0.2689 -0.2382 -0.5110
C -2.782542 4.144023 -3.577404 0.2702 0.8816 0.7923
H -2.553074 -2.001905 -4.126540 -0.1055 0.3056 -0.1641
H -1.689742 -1.380059 -2.727366 0.0596 0.3510 -0.2341
H -0.937411 -2.450644 -3.862754 0.3604 0.2975 -0.2699
H -0.999472 -0.610963 -5.672866 -0.4643 -0.1747 -0.0110
H -0.107218 -0.192359 -4.290294 -0.1832 0.4887 0.1803
H -3.495095 0.130929 -5.799232 -0.0710 0.2807 -0.3285
H -4.522522 2.717875 -5.235150 0.0556 -0.0935 -0.2233
H -0.928488 2.156389 -3.141083 0.0213 -0.2818 0.0938
H -2.107477 4.325738 -2.738778 0.3215 -0.5576 -0.1763
H -3.734377 4.447302 -3.143278 -0.3261 -0.2653 -0.6015
H -2.461990 4.821055 -4.365986 -0.3143 -0.0713 -0.1654
C -7.468655 1.133402 3.351403 0.0495 -1.1070 0.8624
C -6.457120 0.252129 2.616765 0.3317 1.6150 1.1206
N -6.629243 0.371210 1.177071 0.2534 -0.2502 -0.8271
C -7.802430 0.147556 0.448716 1.0602 0.2878 0.3747
C -7.500535 0.495644 -0.814592 -0.1785 -0.8223 -1.5665
N -6.170758 0.857266 -0.909169 -0.1413 -0.4977 1.7044
C -5.680660 0.794877 0.337885 -0.2331 0.0990 -0.0760
C -5.429696 1.158690 -2.108107 0.1841 0.6695 -1.1222
H -8.480005 0.794889 3.135223 -0.1493 0.3787 0.1510
H -7.333651 2.207615 3.249946 -0.0360 -0.0733 -0.6252
H -7.254862 0.948866 4.408732 -0.4080 -0.0336 0.0362
H -6.407173 -0.771745 2.983793 -0.5327 -0.1633 -0.4159
H -5.504206 0.693738 2.922313 0.2858 -0.2240 -0.6827
H -8.702402 -0.286576 0.847421 -0.0041 0.2298 0.1815
H -8.070897 0.325860 -1.715077 -0.1799 0.3396 0.0839
H -4.693503 1.122815 0.622859 0.0147 -0.1473 0.0523
H -6.160694 1.441216 -2.863471 0.1022 0.1735 -0.0190
H -4.822325 0.363821 -2.546651 -0.3316 -0.5133 0.5360
H -4.724476 1.975870 -1.959385 -0.3002 0.1750 0.2682
C 7.252350 -2.703125 -1.736859 0.6104 -1.4244 0.4594
C 6.523296 -1.906818 -2.822735 1.1237 -0.5188 1.2373
N 5.089679 -2.197471 -2.750381 -0.9814 -0.8801 0.2463
C 4.194234 -1.421878 -2.044667 0.6409 1.3774 -1.4066
C 2.966665 -1.934678 -2.245562 -1.3851 -0.4075 1.6456
N 3.126546 -3.194088 -2.732784 2.3828 -0.1759 -2.1133
C 4.422546 -3.296682 -3.163299 -0.6467 0.2478 1.1542
C 2.100938 -4.189019 -3.006864 -0.2243 -0.3981 -0.1491
H 8.339791 -2.616462 -1.766499 -0.0460 0.0868 -0.5529
H 7.026869 -3.773249 -1.752047 0.1138 -0.0243 -0.5302
H 7.056098 -2.479608 -0.683590 -0.6273 0.8319 -0.2929
H 6.875927 -2.074850 -3.836689 0.0583 -0.3244 0.0674
H 6.793092 -0.888198 -2.541339 -1.0142 0.3990 -0.4694
H 4.546228 -0.452325 -1.733185 -0.3582 0.0071 0.2451
H 1.963984 -1.575656 -2.041053 0.3615 0.1145 0.3583
H 4.774349 -4.180233 -3.673096 0.3973 0.1657 -0.0079
H 1.267347 -3.654351 -3.455027 -0.2503 -0.3686 0.1470
H 1.847332 -4.764953 -2.118338 -0.2865 0.5458 0.2663
H 2.446169 -4.982095 -3.669880 0.2749 0.4701 -0.3849
C -0.785116 4.586032 3.183515 -0.6624 -0.5715 0.2505
O -0.197326 4.664373 4.469059 0.4611 0.0346 0.0355
C -1.040322 4.423938 5.566223 0.2777 -0.2043 0.7636
C -0.119036 4.374016 6.794341 0.3748 0.5801 -0.8036
N 1.084119 3.522692 6.454479 -0.2029 -0.3381 0.1736
H 0.815811 2.540548 6.521579 0.1658 -0.0893 0.2612
H 1.264806 3.656782 5.454753 0.0409 0.4386 -0.0321
C 2.332139 3.787607 7.282969 -0.9886 -0.0083 -0.2214
C 3.583077 3.218177 6.699778 1.3521 -0.3953 -0.3841
O 3.681543 1.808833 6.766974 -0.7843 0.1538 -0.1383
C 4.991395 1.364036 6.379854 -0.9315 0.0103 1.1823
H -1.092969 3.551461 2.977473 0.1597 -0.0386 -0.0438
H -0.035421 4.886734 2.459666 -0.1021 0.2080 0.0072
H -1.703032 5.177165 3.134497 0.2591 0.3463 -0.1311
H -1.580546 3.474797 5.472613 -0.1874 0.0823 -0.2165
H -1.717764 5.258680 5.758533 -0.3084 -0.1466 -0.2557
H -0.600891 4.046221 7.710946 0.0413 -0.1912 -0.0618
H 0.250047 5.390230 6.926047 0.1782 -0.0774 0.2227
H 2.093060 3.400209 8.271864 0.3230 -0.0526 0.0699
H 2.408557 4.871422 7.346775 0.1110 -0.0013 -0.0153
H 4.398428 3.698912 7.256810 0.0049 -0.1539 0.2324
H 3.823591 3.478491 5.658758 -0.6645 0.5872 -0.0767
H 5.043681 0.351638 6.774731 0.3469 0.0268 -0.0342
H 5.653010 2.036717 6.924966 0.7519 -0.3710 -0.4579
H 5.134876 1.338131 5.297094 0.0730 0.4113 -0.0279